Entry A
{"formula": "C27H30N6O2RbS3", "method": "ωB97M-V with the def2-TZVPD basis set", "symbols": ["Rb", "C", "C", "N", "N", "C", "S", "S", "C", "C", "C", "C", "C", "C", "C", "C", "C", "C", "C", "C", "C", "O", "H", "H", "H", "H", "H", "H", "H", "H", "H", "H", "H", "H", "H", "H", "C", "O", "H", "H", "H", "H", "S", "C", "N", "C", "C", "N", "H", "H", "H", "H", "H", "H", "N", "C", "N", "C", "C", "C", "C", "C", "C", "H", "H", "H", "H", "H", "H"], "coordinates": [[-0.814, 0.523, -0.741], [1.084, 3.150, -2.465], [-0.382, 2.926, -2.218], [-0.852, 3.366, -1.106], [-2.213, 3.352, -0.900], [-2.711, 2.981, 0.231], [-1.999, 2.212, 1.595], [-4.466, 3.448, 0.376], [-4.196, 4.837, 1.536], [-3.565, 6.030, 0.877], [-2.178, 6.125, 0.783], [-1.586, 7.180, 0.102], [-2.371, 8.164, -0.484], [-3.756, 8.085, -0.385], [-4.345, 7.022, 0.286], [-1.160, 2.181, -3.252], [-2.287, 2.777, -3.825], [-3.050, 2.122, -4.777], [-2.687, 0.824, -5.140], [-1.595, 0.203, -4.569], [-0.776, 0.846, -3.602], [0.226, 0.246, -3.040], [1.571, 2.192, -2.655], [1.537, 3.647, -1.608], [1.215, 3.772, -3.355], [-3.568, 4.437, 2.333], [-5.181, 5.071, 1.940], [-1.562, 5.347, 1.224], [-0.506, 7.225, 0.021], [-1.909, 8.985, -1.020], [-4.377, 8.850, -0.837], [-5.426, 6.949, 0.338], [-2.554, 3.780, -3.512], [-3.915, 2.602, -5.216], [-3.271, 0.291, -5.882], [-1.323, -0.808, -4.855], [3.332, -2.257, 1.751], [3.282, -1.161, 0.837], [4.308, -2.222, 2.237], [3.238, -3.215, 1.233], [2.557, -2.180, 2.518], [2.458, -1.251, 0.329], [0.915, -0.274, 4.133], [1.485, 1.072, 3.321], [2.696, 1.169, 2.719], [2.836, 2.398, 1.941], [1.509, 3.128, 2.216], [0.845, 2.252, 3.183], [3.141, 0.320, 2.405], [2.972, 2.179, 0.882], [3.696, 2.973, 2.285], [0.904, 3.234, 1.317], [1.660, 4.115, 2.651], [-0.163, 2.271, 3.235], [1.518, -3.388, -2.620], [1.279, -2.216, -1.965], [0.918, -2.399, -0.719], [0.910, -3.781, -0.542], [0.595, -4.534, 0.587], [0.668, -5.912, 0.487], [1.048, -6.539, -0.710], [1.367, -5.804, -1.838], [1.285, -4.420, -1.729], [1.756, -3.471, -3.591], [1.326, -1.254, -2.469], [0.310, -4.043, 1.510], [0.430, -6.523, 1.349], [1.090, -7.620, -0.751], [1.673, -6.287, -2.759]], "e_lumo_ev": 2.0, "charge": -1, "gap_ev": 6.69}

Entry B
{"formula": "C27H30N6O2RbS3", "method": "ωB97M-V with the def2-TZVPD basis set", "symbols": ["Rb", "C", "C", "N", "N", "C", "S", "S", "C", "C", "C", "C", "C", "C", "C", "C", "C", "C", "C", "C", "C", "O", "H", "H", "H", "H", "H", "H", "H", "H", "H", "H", "H", "H", "H", "H", "C", "O", "H", "H", "H", "H", "S", "C", "N", "C", "C", "N", "H", "H", "H", "H", "H", "H", "N", "C", "N", "C", "C", "C", "C", "C", "C", "H", "H", "H", "H", "H", "H"], "coordinates": [[-1.211, 0.492, 0.226], [1.914, -2.096, -0.787], [1.524, -0.640, -0.872], [1.458, 0.088, 0.179], [1.970, -0.450, 1.341], [1.396, -0.418, 2.495], [-0.211, -0.092, 3.021], [2.605, -0.834, 3.811], [2.789, 0.872, 4.434], [3.669, 1.721, 3.563], [3.127, 2.421, 2.489], [3.942, 3.156, 1.639], [5.313, 3.210, 1.856], [5.863, 2.522, 2.932], [5.045, 1.782, 3.775], [1.345, -0.047, -2.245], [2.502, 0.038, -3.014], [2.495, 0.492, -4.328], [1.272, 0.852, -4.888], [0.104, 0.761, -4.151], [0.079, 0.307, -2.802], [-1.035, 0.201, -2.146], [1.107, -2.677, -0.327], [2.783, -2.201, -0.131], [2.126, -2.503, -1.775], [3.188, 0.785, 5.446], [1.776, 1.273, 4.495], [2.059, 2.373, 2.304], [3.502, 3.681, 0.800], [5.949, 3.781, 1.191], [6.931, 2.559, 3.112], [5.476, 1.234, 4.607], [3.443, -0.252, -2.557], [3.414, 0.560, -4.895], [1.227, 1.197, -5.916], [-0.846, 1.018, -4.609], [-5.163, -0.053, 0.091], [-3.941, 0.647, -0.105], [-5.030, -0.906, 0.759], [-5.586, -0.406, -0.853], [-5.863, 0.645, 0.544], [-3.338, 0.056, -0.567], [-1.345, 5.171, -0.608], [-2.222, 4.165, -1.609], [-1.773, 3.513, -2.712], [-2.769, 2.556, -3.220], [-4.059, 3.001, -2.507], [-3.534, 3.886, -1.478], [-0.797, 3.262, -2.754], [-2.465, 1.544, -2.957], [-2.853, 2.639, -4.302], [-4.588, 2.158, -2.066], [-4.735, 3.536, -3.178], [-4.069, 4.294, -0.735], [-1.531, -4.469, -0.663], [-1.962, -3.189, -0.870], [-2.220, -2.551, 0.233], [-1.926, -3.453, 1.255], [-1.980, -3.288, 2.638], [-1.617, -4.362, 3.425], [-1.204, -5.580, 2.861], [-1.132, -5.756, 1.492], [-1.496, -4.666, 0.707], [-1.239, -5.115, -1.373], [-2.048, -2.766, -1.862], [-2.253, -2.334, 3.066], [-1.629, -4.257, 4.502], [-0.919, -6.396, 3.514], [-0.799, -6.690, 1.059]], "e_lumo_ev": 1.9, "charge": -1, "gap_ev": 6.20}

Need the numbers? Relative energies in hartree: entry A 0.0000; entry B 0.0285.

Entry A
{"formula": "CH3ClFNS", "method": "ωB97M-V with the def2-TZVPD basis set", "symbols": ["C", "N", "F", "S", "Cl", "H", "H", "H"], "coordinates": [[0.607, -0.784, -0.515], [0.024, 1.474, 0.714], [1.032, -1.689, 0.400], [-0.623, 0.087, 0.653], [-2.599, 0.227, -0.468], [1.547, -0.104, -0.833], [0.293, -1.191, -1.446], [-0.282, 1.981, 1.493]], "e_lumo_ev": -0.5, "gap_ev": 9.37}

Entry B
{"formula": "CH3ClFNS", "method": "ωB97M-V with the def2-TZVPD basis set", "symbols": ["C", "N", "F", "S", "Cl", "H", "H", "H"], "coordinates": [[1.413, -0.046, 0.036], [-1.077, -0.803, 0.273], [1.614, 0.516, 1.177], [-0.065, 0.024, -0.779], [-1.172, 1.948, -1.211], [-1.013, -0.767, 1.331], [2.218, -0.171, -0.641], [-1.918, -0.700, -0.187]], "e_lumo_ev": -0.5, "gap_ev": 8.02}

Need the numbers? Relative energies in hartree: entry A 0.0000; entry B 0.0236.

Entry A
{"formula": "C7H15N", "method": "ωB97M-V with the def2-TZVPD basis set", "symbols": ["C", "C", "C", "N", "H", "H", "H", "H", "H", "H", "H", "C", "C", "C", "C", "H", "H", "H", "H", "H", "H", "H", "H"], "coordinates": [[1.005, -2.238, 2.215], [-0.029, -1.515, 1.372], [-1.604, -2.167, -0.199], [-0.426, -2.306, 0.210], [1.254, -1.659, 3.103], [0.630, -3.213, 2.525], [1.921, -2.423, 1.652], [0.374, -0.581, 0.974], [-0.900, -1.299, 2.006], [-2.371, -1.593, 0.338], [-1.929, -2.641, -1.123], [0.484, 1.102, -2.884], [0.706, 1.631, -1.496], [-0.284, 1.923, -0.663], [-0.174, 2.535, 0.697], [-0.588, 1.043, -3.063], [0.962, 1.739, -3.629], [0.946, 0.121, -3.009], [1.732, 1.778, -1.164], [-1.279, 1.635, -0.989], [0.856, 2.790, 0.950], [-0.735, 3.469, 0.706], [-0.551, 1.867, 1.472]], "smiles": "C/C=C/C.C=NCC", "e_lumo_ev": 1.1, "gap_ev": 10.30}

Entry B
{"formula": "C7H15N", "method": "ωB97M-V with the def2-TZVPD basis set", "symbols": ["C", "C", "C", "C", "C", "N", "C", "C", "H", "H", "H", "H", "H", "H", "H", "H", "H", "H", "H", "H", "H", "H", "H"], "coordinates": [[-2.538, -0.023, -1.273], [-1.353, 0.871, -1.704], [0.031, 0.315, -1.407], [0.416, 0.166, 0.054], [-0.406, 0.436, 1.064], [-0.095, 0.427, 2.467], [1.863, -0.194, 0.321], [2.054, -1.689, 0.544], [-2.943, -0.566, -2.132], [-2.216, -0.792, -0.568], [-3.416, 0.514, -0.927], [-1.509, 1.856, -1.288], [-1.404, 0.951, -2.781], [0.135, -0.662, -1.870], [0.759, 1.027, -1.805], [-1.404, 0.816, 0.886], [0.555, -0.324, 2.668], [0.366, 1.285, 2.751], [2.180, 0.300, 1.237], [2.504, 0.150, -0.479], [1.230, -2.131, 1.113], [2.975, -1.984, 1.051], [2.040, -2.378, -0.313]], "smiles": "CCC/C(=C/N)CC", "e_lumo_ev": 1.1, "gap_ev": 9.70}

Need the numbers? Relative energies in hartree: entry A 0.0231; entry B 0.0000.

Entry A
{"formula": "C7H15N", "method": "ωB97M-V with the def2-TZVPD basis set", "symbols": ["C", "C", "C", "C", "C", "N", "C", "C", "H", "H", "H", "H", "H", "H", "H", "H", "H", "H", "H", "H", "H", "H", "H"], "coordinates": [[0.486, -0.901, 0.854], [-1.990, 0.332, -0.676], [-0.948, 2.015, 0.750], [0.453, -2.355, 0.558], [1.018, -0.216, -1.592], [-0.784, 0.835, -0.059], [0.692, 0.135, -0.154], [1.797, 0.553, 0.681], [0.147, -0.633, 1.846], [-2.330, 1.007, -1.475], [-2.801, 0.242, 0.057], [-1.842, -0.651, -1.129], [-1.344, 2.851, 0.157], [0.007, 2.368, 1.152], [-1.628, 1.839, 1.592], [-0.569, -2.690, 0.347], [0.824, -2.940, 1.402], [1.037, -2.664, -0.314], [1.905, -0.851, -1.647], [0.210, -0.768, -2.074], [1.231, 0.703, -2.142], [2.733, 0.810, 0.198], [1.698, 0.979, 1.669]], "e_lumo_ev": 1.0, "gap_ev": 7.85}

Entry B
{"formula": "C7H15N", "method": "ωB97M-V with the def2-TZVPD basis set", "symbols": ["C", "C", "C", "C", "H", "H", "H", "H", "H", "H", "H", "H", "C", "C", "C", "N", "H", "H", "H", "H", "H", "H", "H"], "coordinates": [[-2.000, -1.434, 0.744], [-1.057, -0.805, 1.723], [0.171, -1.237, 1.992], [1.161, -0.548, 2.868], [-1.614, -2.347, 0.301], [-2.958, -1.618, 1.238], [-2.234, -0.706, -0.038], [-1.338, 0.108, 2.244], [0.491, -2.163, 1.517], [0.778, 0.402, 3.237], [1.422, -1.164, 3.729], [2.080, -0.355, 2.316], [-0.626, 2.247, -0.855], [0.497, 1.388, -1.288], [0.440, 0.626, -2.382], [1.500, -0.193, -2.831], [-1.304, 2.436, -1.685], [-1.210, 1.741, -0.076], [-0.334, 3.197, -0.411], [1.433, 1.322, -0.742], [-0.404, 0.620, -3.064], [1.201, -0.956, -3.427], [2.048, -0.549, -2.057]], "smiles": "C/C=C/C.C/C=C/N", "e_lumo_ev": 1.1, "gap_ev": 9.02}

Entry C
{"formula": "C7H15N", "method": "ωB97M-V with the def2-TZVPD basis set", "symbols": ["C", "C", "C", "C", "C", "N", "C", "C", "H", "H", "H", "H", "H", "H", "H", "H", "H", "H", "H", "H", "H", "H", "H"], "coordinates": [[0.439, -1.504, -2.121], [-0.536, -1.949, -1.022], [-1.110, -0.770, -0.217], [-0.177, 0.009, 0.715], [1.106, -0.297, 0.801], [2.058, 0.496, 1.482], [-0.819, 1.259, 1.268], [-0.535, 2.494, 0.388], [-0.073, -1.362, -3.064], [0.958, -0.600, -1.825], [1.126, -2.320, -2.377], [-0.060, -2.663, -0.338], [-1.415, -2.371, -1.515], [-1.543, -0.062, -0.931], [-1.906, -1.176, 0.389], [1.545, -1.092, 0.202], [1.645, 0.963, 2.278], [2.880, -0.033, 1.741], [-0.346, 1.463, 2.233], [-1.883, 1.106, 1.417], [0.388, 2.988, 0.670], [-1.364, 3.173, 0.492], [-0.379, 2.249, -0.666]], "smiles": "CCC/C(=C/N)CC", "e_lumo_ev": 1.1, "gap_ev": 8.94}

Need the numbers? Relative energies in hartree: entry A 0.1283; entry B 0.0234; entry C 0.0000.

Entry A
{"formula": "C3H8OS2", "method": "ωB97M-V with the def2-TZVPD basis set", "symbols": ["C", "S", "S", "H", "H", "H", "H", "C", "C", "O", "H", "H", "H", "H"], "coordinates": [[0.855, -2.251, 0.009], [-0.663, -2.831, 0.793], [-1.507, -1.003, 1.370], [1.390, -3.104, -0.385], [0.581, -1.581, -0.810], [1.450, -1.654, 0.695], [-1.525, -0.611, 0.100], [-0.001, 1.845, -1.183], [0.159, 1.624, 0.110], [-0.249, 2.493, 1.096], [0.306, 1.072, -1.875], [-0.373, 2.797, -1.547], [0.782, 0.802, 0.435], [-1.206, 2.401, 1.192]], "smiles": "C=CO.CSS", "e_lumo_ev": 0.3, "gap_ev": 9.15}

Entry B
{"formula": "C3H8OS2", "method": "ωB97M-V with the def2-TZVPD basis set", "symbols": ["S", "S", "C", "C", "C", "H", "H", "H", "H", "H", "H", "O", "H", "H"], "coordinates": [[-1.893, -0.398, 1.582], [-0.335, -0.933, -0.866], [-2.014, -0.793, -0.203], [-0.391, 0.605, 1.409], [0.540, -0.185, 0.548], [-2.498, 0.058, -0.720], [-2.550, -1.715, -0.498], [0.049, 1.008, 2.342], [-0.777, 1.460, 0.822], [1.124, -0.923, 1.130], [1.257, 0.505, 0.063], [2.492, 0.178, -2.176], [2.090, 0.064, -1.285], [2.904, 1.070, -2.150]], "smiles": "C1CSCS1.O", "e_lumo_ev": 0.6, "gap_ev": 9.46}

Need the numbers? Relative energies in hartree: entry A 0.0295; entry B 0.0000.